A cluster of 2 separate species, C4HClNO2 in total at a distorted geometry. Source: OMol25; level of theory: ωB97M-V with the def2-TZVPD basis set.

Computed properties:
- HOMO (eV) = -2.98
- relative energy (zero: lowest compared OMol25 entry of this formula, charge and spin) (kcal/mol) = 38.0
- molar mass (g mol⁻¹) = 130.5
- gap between HOMO and LUMO (eV) = 6.62

Structure (ORCA input):
```
! RIJCOSX wB97M-V def2-TZVPD def2/J DEFGRID3
* xyz -1 1
O -3.83 -0.66 -0.49
N 0.04 -0.67 -1.59
H 0.50 -0.01 0.45
O -2.13 -1.19 0.95
C -0.53 1.34 -1.03
C 0.33 0.25 -0.56
C -1.07 0.03 -1.45
C -2.92 -0.92 0.16
Cl -1.38 2.33 0.17
*
```



A structure of composition C4HCrLiO4 at a distorted geometry. Source: OMol25; level of theory: ωB97M-V with the def2-TZVPD basis set.

Computed properties:
- HOMO (alpha / beta) (eV) = -18.10 / -18.15
- relative energy (zero: lowest compared OMol25 entry of this formula, charge and spin) (kcal/mol) = 77.3
- molar mass (g mol⁻¹) = 172.0
- expectation value of S² = 6.0639
- gap between HOMO and LUMO (alpha / beta) (eV) = 4.92 / 6.98

Structure (ORCA input):
```
! RIJCOSX wB97M-V def2-TZVPD def2/J DEFGRID3
* xyz 2 5
C -0.93 -1.85 -0.27
C 1.05 -0.76 0.09
C -0.59 3.82 0.02
O -1.08 2.85 0.33
C -0.90 -0.67 -0.81
Cr 2.86 0.43 -0.35
O 1.29 0.16 0.90
O 0.46 -0.33 -1.04
Li -1.66 0.85 0.71
H -1.59 -2.50 0.29
O 1.09 -2.00 0.12
*
```



A structure of composition C4HLiNaO2 at a distorted geometry. Source: OMol25; level of theory: ωB97M-V with the def2-TZVPD basis set.

Computed properties:
- HOMO (alpha / beta) (eV) = -4.67 / -7.08
- relative energy (zero: lowest compared OMol25 entry of this formula, charge and spin) (kcal/mol) = 11.2
- molar mass (g mol⁻¹) = 111.0
- expectation value of S² = 0.7505
- gap between HOMO and LUMO (alpha / beta) (eV) = 4.05 / 6.69

Structure (ORCA input):
```
! RIJCOSX wB97M-V def2-TZVPD def2/J DEFGRID3
* xyz 0 2
O 1.13 -2.20 1.02
Na 2.99 -0.37 1.31
Li 0.97 -0.29 -1.56
C -0.47 -0.71 0.03
H -1.74 0.84 1.02
C 0.20 -1.70 0.38
C -1.13 0.57 0.15
O -0.95 2.33 -1.60
C -1.01 1.52 -0.77
*
```



The molecule C4HN3O at a distorted geometry. Source: OMol25; level of theory: ωB97M-V with the def2-TZVPD basis set.

Computed properties:
- HOMO (eV) = -11.00
- relative energy (zero: lowest compared OMol25 entry of this formula, charge and spin) (kcal/mol) = 38.0
- SMILES = N#CC1=NC(=O)N=C1
- molar mass (g mol⁻¹) = 107.1
- gap between HOMO and LUMO (eV) = 8.41

Structure (ORCA input):
```
! RIJCOSX wB97M-V def2-TZVPD def2/J DEFGRID3
* xyz 0 1
C -2.11 -0.31 0.02
C 1.57 -0.64 0.03
C -0.68 -0.11 0.20
N 1.46 0.91 0.08
C 0.29 1.17 -0.02
O 2.55 -1.33 -0.17
H -0.10 2.13 -0.36
N 0.24 -1.00 0.34
N -3.21 -0.82 -0.13
*
```



The molecule C4HNO at a distorted geometry. Source: OMol25; level of theory: ωB97M-V with the def2-TZVPD basis set.

Computed properties:
- HOMO (eV) = -11.58
- relative energy (zero: lowest compared OMol25 entry of this formula, charge and spin) (kcal/mol) = 3.8
- SMILES = C#CC(=O)C#N
- molar mass (g mol⁻¹) = 79.1
- gap between HOMO and LUMO (eV) = 10.25

Structure (ORCA input):
```
! RIJCOSX wB97M-V def2-TZVPD def2/J DEFGRID3
* xyz 0 1
C -0.05 0.39 0.68
O -0.37 1.45 1.16
H -0.44 0.16 -2.99
C 0.45 -0.70 1.55
C -0.14 0.12 -0.74
N 0.84 -1.52 2.26
C -0.29 0.11 -1.93
*
```



The molecule C4HNO at a distorted geometry. Source: OMol25; level of theory: ωB97M-V with the def2-TZVPD basis set.

Computed properties:
- HOMO (eV) = -10.95
- relative energy (zero: lowest compared OMol25 entry of this formula, charge and spin) (kcal/mol) = 52.2
- molar mass (g mol⁻¹) = 79.1
- gap between HOMO and LUMO (eV) = 10.56

Structure (ORCA input):
```
! RIJCOSX wB97M-V def2-TZVPD def2/J DEFGRID3
* xyz 0 1
C -0.15 0.04 0.14
H -2.21 0.55 -0.45
C -1.61 -0.02 0.27
O -2.12 -0.68 1.15
N 2.41 -0.26 0.48
C 2.70 0.43 -0.48
C 1.05 -0.03 0.20
*
```



The molecule C4HNO2 at a distorted geometry. Source: OMol25; level of theory: ωB97M-V with the def2-TZVPD basis set.

Computed properties:
- HOMO (alpha / beta) (eV) = -8.75 / -8.75
- relative energy (zero: lowest compared OMol25 entry of this formula, charge and spin) (kcal/mol) = 215.7
- SMILES = c1c2oc2c2on12
- molar mass (g mol⁻¹) = 95.1
- gap between HOMO and LUMO (alpha / beta) (eV) = 7.92 / 7.92

Structure (ORCA input):
```
! RIJCOSX wB97M-V def2-TZVPD def2/J DEFGRID3
* xyz 0 1
O -0.69 -1.73 0.43
O -0.74 1.84 -0.02
C -1.05 -0.64 -0.25
C -1.36 0.65 0.18
C 0.23 1.04 0.22
N 0.34 -1.15 -0.41
H 2.19 -0.06 -0.13
C 1.09 0.05 -0.01
*
```



The molecule C4HNO2 at a distorted geometry. Source: OMol25; level of theory: ωB97M-V with the def2-TZVPD basis set.

Computed properties:
- HOMO (alpha / beta) (eV) = -9.01 / -9.01
- relative energy (zero: lowest compared OMol25 entry of this formula, charge and spin) (kcal/mol) = 208.5
- molar mass (g mol⁻¹) = 95.1
- gap between HOMO and LUMO (alpha / beta) (eV) = 7.04 / 7.05

Structure (ORCA input):
```
! RIJCOSX wB97M-V def2-TZVPD def2/J DEFGRID3
* xyz 0 1
O -0.60 1.66 -0.30
C 1.19 0.02 0.09
C -1.13 -0.52 -0.12
O -0.64 -1.62 0.24
N 0.20 -0.94 -0.71
C -1.57 0.66 0.26
H 2.06 -0.35 0.59
C 0.48 1.10 -0.06
*
```



The molecule C4HNO2 at a distorted geometry. Source: OMol25; level of theory: ωB97M-V with the def2-TZVPD basis set.

Computed properties:
- HOMO (alpha / beta) (eV) = -9.85 / -9.72
- relative energy (zero: lowest compared OMol25 entry of this formula, charge and spin) (kcal/mol) = 86.1
- molar mass (g mol⁻¹) = 95.1
- gap between HOMO and LUMO (alpha / beta) (eV) = 8.04 / 7.72

Structure (ORCA input):
```
! RIJCOSX wB97M-V def2-TZVPD def2/J DEFGRID3
* xyz 0 1
O 0.63 0.25 -0.81
C 0.72 1.53 1.34
C -1.10 -1.37 -0.25
N -1.85 -1.71 0.56
C -0.18 -0.85 -1.14
H 0.01 -1.18 -2.15
C 0.99 1.18 0.13
O 0.79 2.15 2.32
*
```



A structure of composition C4HO2Sr at a distorted geometry. Source: OMol25; level of theory: ωB97M-V with the def2-TZVPD basis set.

Computed properties:
- HOMO (alpha / beta) (eV) = -5.42 / -7.27
- relative energy (zero: lowest compared OMol25 entry of this formula, charge and spin) (kcal/mol) = 47.1
- molar mass (g mol⁻¹) = 168.7
- expectation value of S² = 0.7982
- gap between HOMO and LUMO (alpha / beta) (eV) = 4.84 / 6.70

Structure (ORCA input):
```
! RIJCOSX wB97M-V def2-TZVPD def2/J DEFGRID3
* xyz 0 2
C 1.15 -0.50 0.80
C -1.29 0.34 0.47
C -1.02 -0.38 -0.67
O -1.11 0.27 -1.85
H 2.90 0.18 1.09
Sr -3.26 1.29 -1.24
C 0.40 -0.86 -0.12
O 2.23 -0.37 1.52
*
```